No. 1
ORCA calculation (ωB97M-V with the def2-TZVPD basis set) on a molecular structure, C6H7KO6 in a non-equilibrium geometry.

Summary:
HOMO (spin up / spin down) ... -8.015 / -7.734 eV
Spin multiplicity ... 1
Gap between HOMO and LUMO (spin up / spin down) ... 7.107 / 6.827 eV

Last column: Mulliken charge in e.
Geometry (Å):
O1 4.275 0.871 -0.040  -0.82
C1 3.239 0.417 -0.582  0.80
O2 3.030 0.350 -1.816  -0.81
O3 2.280 -0.011 0.278  -0.29
C2 1.039 -0.450 -0.263  -0.23
C3 0.128 -0.779 0.906  -0.73
C4 -1.249 -1.204 0.516  -0.09
C5 -2.434 -0.888 -0.067  -0.45
K1 5.613 1.344 -2.346  0.97
H1 1.201 -1.333 -0.899  0.29
H2 0.603 0.349 -0.880  0.24
H3 0.067 0.079 1.589  0.35
H4 0.589 -1.590 1.491  0.38
H5 -1.364 -2.232 0.899  0.23
H6 -2.849 -1.433 -0.923  0.31
O4 -3.322 -0.088 0.575  -0.25
C6 -3.256 1.454 0.471  0.66
O5 -2.121 1.892 0.036  -0.46
O6 -4.166 2.112 0.877  -0.46
H7 -1.304 1.142 0.177  0.35

---

No. 2
ORCA calculation (ωB97M-V with the def2-TZVPD basis set) on a molecular structure, C6H7LiO6Tl in a non-equilibrium geometry.

Summary:
HOMO (spin up / spin down) ... -7.960 / -8.124 eV
Spin multiplicity ... 2
Gap between HOMO and LUMO (spin up / spin down) ... 6.542 / 6.706 eV

Last column: Mulliken spin population.
Geometry (Å):
O1 2.502 -0.612 -0.773  0.01
C1 3.152 0.424 -0.147  0.00
C2 2.378 -1.851 -0.098  -0.06
O2 2.417 1.330 0.331  0.00
O3 4.381 0.364 -0.152  0.00
C3 1.872 -2.884 -1.034  0.88
H1 1.680 -1.740 0.751  0.04
H2 3.362 -2.160 0.309  0.06
H3 -0.968 -3.323 -0.981  0.00
H4 1.976 -2.722 -2.108  0.03
H5 1.868 -3.919 -0.691  0.01
Tl1 0.274 1.975 0.625  0.00
O4 -1.966 -0.722 0.094  0.01
C4 -2.663 0.424 -0.010  0.00
O5 -3.851 0.446 -0.357  0.00
Li1 -3.728 2.419 -0.075  0.00
O6 -1.985 1.472 0.209  0.00
C5 -2.468 -1.895 -0.422  0.14
H6 -3.366 -1.802 -1.034  0.00
C6 -1.796 -3.027 -0.238  -0.14
H7 -1.405 -3.287 0.747  0.00

---

No. 3
ORCA calculation (ωB97M-V with the def2-TZVPD basis set) on a molecular structure, C6H7LiO7Pd in a non-equilibrium geometry.

Summary:
HOMO (spin up / spin down) ... -18.172 / -18.174 eV
Total charge ... +2
Spin multiplicity ... 3
Gap between HOMO and LUMO (spin up / spin down) ... 9.040 / 7.385 eV

Last column: Mulliken spin population.
Geometry (Å):
O1 -1.310 1.463 -0.716  0.22
C1 -1.706 2.449 0.232  -0.01
C2 -0.757 1.779 1.172  0.00
O2 1.022 1.706 0.593  0.19
C3 1.851 0.690 0.650  -0.01
O3 1.517 -0.084 -0.473  0.11
O4 2.456 0.263 1.578  0.03
Li1 -2.697 0.278 -1.293  0.00
Pd1 0.554 1.440 -1.320  1.43
H1 -2.751 2.309 0.537  0.02
H2 -1.469 3.487 -0.029  0.00
H3 -1.063 0.815 1.588  0.00
H4 -0.478 2.448 1.990  0.00
O5 -0.640 -2.180 -0.791  0.00
C4 -0.394 -2.302 0.525  0.00
C5 0.625 -2.122 -1.474  0.00
O6 -1.200 -2.530 1.371  0.00
O7 0.884 -1.946 0.774  0.00
C6 1.517 -1.503 -0.402  0.01
H5 0.525 -1.521 -2.381  0.00
H6 0.950 -3.127 -1.762  0.00
H7 2.566 -1.810 -0.371  0.01

---

No. 4
ORCA calculation (ωB97M-V with the def2-TZVPD basis set) on C6H7N in the gas phase in a non-equilibrium geometry.

Summary:
HOMO ... -8.859 eV
SMILES ... C1[C@@H]2[C@H]3[C@@H]2N2[C@H]3[C@H]12
Spin multiplicity ... 1
Gap between HOMO and LUMO ... 10.003 eV

Last column: Mulliken charge in e.
Geometry (Å):
C1 1.191 -0.267 -0.643  -0.42
C2 -0.060 -1.066 -0.381  -0.44
C3 -1.290 -0.163 -0.229  -0.57
C4 -0.595 -0.695 0.990  -0.26
N1 0.013 0.647 1.318  -0.60
C5 0.820 0.963 0.116  -0.22
C6 -0.641 1.185 0.100  -0.16
H1 1.375 -0.096 -1.710  0.33
H2 2.066 -0.791 -0.243  0.33
H3 0.033 -2.019 -0.873  0.42
H4 -2.315 -0.286 -0.579  0.40
H5 -0.942 -1.298 1.830  0.38
H6 1.515 1.784 0.216  0.40
H7 -1.109 2.163 0.086  0.40